The following is a quantum chemistry calculation of 2 unconnected molecules or ions with the total composition C2Cl2F2O, from the OMol25 dataset.

XYZ file:
```
7
Properties=species:S:1:pos:R:3:mulliken_charge:R:1
C 2.07687 0.41545 -0.44113 0.317
C -1.43098 -0.02929 0.62298 0.388
O 3.18528 0.70862 -0.69108 -0.293
F -0.74297 0.86460 -0.09635 -0.124
F -2.66546 0.49535 0.87041 -0.154
Cl 1.25893 -0.92507 0.02033 -0.037
Cl -1.68167 -1.52968 -0.28515 -0.096
```

Computed properties:
- HOMO (spin up / spin down): -10.56 / -8.65 eV
- 2S+1: 1